The following is a quantum chemistry calculation of a structure of composition C27H33ClN4O6PS2SeTc, from the OMol25 dataset.

Highest occupied orbital energy (alpha / beta): -10.31 / -10.03 eV
Spin multiplicity: 2
Energy: -157804.3006 eV
Energy relative to the best compared isomer or geometry (same formula, charge and spin): 0.00 kcal per mole
Charge: +1
Expectation value of S²: 0.76
Gap between HOMO and LUMO (alpha / beta): 0.2808 / 0.2542 Eh
F_max: 0.016 hartree/bohr

Cartesian coordinates (Å):
Tc -0.101 0.569 -0.589
C -2.731 5.169 1.466
O -2.194 4.866 0.166
C -1.734 3.626 0.011
O -1.738 2.767 0.861
N -1.252 3.484 -1.260
N -0.631 2.310 -1.710
H -3.310 6.077 1.336
H -1.920 5.336 2.171
H -3.361 4.356 1.814
H -1.282 4.273 -1.886
H 0.311 2.526 -2.040
H -1.165 1.943 -2.494
Se 0.941 1.753 1.386
C 2.597 0.795 1.646
C 2.658 -0.587 1.596
C 3.900 -1.186 1.765
N 5.023 -0.502 1.966
C 4.942 0.826 2.006
C 3.752 1.527 1.853
H 1.775 -1.193 1.441
H 3.992 -2.266 1.733
H 5.871 1.360 2.169
H 3.738 2.609 1.880
Cl 7.911 1.239 -3.984
C 6.355 1.366 -3.241
C 5.377 0.431 -3.548
C 4.133 0.536 -2.950
C 3.867 1.570 -2.056
C 4.860 2.497 -1.760
C 6.109 2.399 -2.349
C 2.534 1.693 -1.402
O 2.284 2.651 -0.661
O 1.663 0.773 -1.683
H 5.598 -0.367 -4.245
H 3.360 -0.188 -3.168
H 4.640 3.296 -1.065
H 6.889 3.113 -2.125
N -0.776 -0.462 -2.307
C -1.151 -1.052 -3.215
C -1.606 -1.786 -4.352
C -2.770 -2.551 -4.263
C -3.200 -3.256 -5.374
C -2.478 -3.197 -6.558
C -1.319 -2.436 -6.642
C -0.876 -1.726 -5.540
H -3.323 -2.587 -3.334
H -4.101 -3.852 -5.317
H -2.820 -3.749 -7.423
H -0.761 -2.397 -7.568
H 0.027 -1.131 -5.589
C -4.605 -0.520 2.857
C -3.470 0.017 3.697
C -3.791 0.063 5.172
O -2.307 -0.882 3.569
P -1.167 -0.682 2.504
S -0.112 0.945 3.212
S -1.871 -0.507 0.625
O -0.232 -1.920 2.700
C -0.581 -3.338 2.952
C -1.736 -3.794 2.087
C -0.808 -3.532 4.433
H -5.498 0.083 3.035
H -4.830 -1.548 3.146
H -4.375 -0.486 1.793
H -3.149 1.002 3.350
H -4.078 -0.927 5.528
H -4.624 0.745 5.344
H -2.933 0.411 5.746
H 0.331 -3.846 2.647
H -2.663 -3.292 2.370
H -1.876 -4.866 2.229
H -1.538 -3.607 1.032
H -1.712 -3.019 4.761
H 0.042 -3.161 5.004
H -0.920 -4.598 4.637


The following is a quantum chemistry calculation of an isolated molecule of C22H26N2O9, from the OMol25 dataset.

Highest occupied orbital energy: -8.27 eV
Energy: -44641.6333 eV
Energy relative to the best compared isomer or geometry (same formula, charge and spin): 1.59 kcal per mole
Gap between HOMO and LUMO: 0.3217 Eh
SMILES string: COc1ccc(OCC(=O)N/N=C/c2ccc(O[C@@H]3O[C@H](CO)[C@@H](O)[C@H](O)[C@H]3O)cc2)cc1
F_max: 0.017 hartree/bohr

Cartesian coordinates (Å):
C -12.075 -0.467 -0.152
O -11.010 -1.384 -0.161
C -9.736 -0.899 -0.126
C -9.391 0.443 -0.085
C -8.058 0.829 -0.050
C -7.053 -0.123 -0.056
O -5.705 0.147 -0.022
C -5.293 1.490 0.044
C -3.766 1.597 0.114
O -3.225 2.679 0.186
N -3.147 0.392 0.084
N -1.835 0.067 0.136
C -0.906 0.936 0.234
C 0.477 0.507 0.292
C 0.831 -0.844 0.224
C 2.151 -1.226 0.291
C 3.153 -0.264 0.430
O 4.440 -0.752 0.483
C 5.492 0.119 0.816
O 5.759 1.059 -0.183
C 6.465 0.617 -1.339
C 5.610 -0.254 -2.288
O 5.533 -1.601 -1.915
C 7.800 -0.087 -0.990
O 8.899 0.492 -1.637
C 7.970 -0.119 0.532
O 9.122 -0.807 0.949
C 6.715 -0.747 1.162
O 6.842 -0.819 2.555
C 2.819 1.082 0.485
C 1.490 1.457 0.419
C -7.398 -1.475 -0.099
C -8.718 -1.856 -0.134
H -12.076 0.142 0.759
H -12.982 -1.068 -0.182
H -12.049 0.190 -1.028
H -10.146 1.214 -0.079
H -7.830 1.883 -0.020
H -5.621 2.054 -0.841
H -5.695 1.989 0.936
H -3.747 -0.423 0.018
H -1.084 2.007 0.283
H 0.048 -1.577 0.121
H 2.435 -2.265 0.243
H 5.224 0.710 1.703
H 6.685 1.554 -1.862
H 4.613 0.198 -2.369
H 6.087 -0.242 -3.271
H 5.013 -1.659 -1.097
H 7.761 -1.118 -1.366
H 9.068 1.367 -1.266
H 8.079 0.903 0.921
H 9.263 -1.568 0.373
H 6.568 -1.757 0.743
H 7.770 -1.022 2.746
H 3.587 1.835 0.559
H 1.234 2.505 0.463
H -6.610 -2.211 -0.104
H -8.993 -2.898 -0.166


The following is a quantum chemistry calculation of a cluster of 2 separate species, C3H10NS in total at a distorted geometry, from the OMol25 dataset.

Highest occupied orbital energy: -13.24 eV
Energy: -15590.0647 eV
Energy relative to the best compared isomer or geometry (same formula, charge and spin): 46.98 kcal per mole
Charge: +1
Gap between HOMO and LUMO: 0.2734 Eh
F_max: 0.041 hartree/bohr

Cartesian coordinates (Å):
C 2.875 -0.506 -0.681
N 1.735 -1.080 -0.694
H 3.629 -1.075 -0.145
H 3.017 0.412 -1.236
H 0.779 -0.619 -0.692
H 1.673 -2.099 -0.700
C -1.753 -0.401 0.981
C -1.752 0.946 0.218
S -0.186 1.323 -0.666
H -2.823 -0.552 1.107
H -1.441 -1.195 0.299
H -1.326 -0.311 1.969
H -2.027 1.807 0.822
H -2.556 0.896 -0.524
H 0.156 2.455 -0.059


The following is a quantum chemistry calculation of a cluster of 2 separate species, C4H8Cl2NO in total at a distorted geometry, from the OMol25 dataset.

Highest occupied orbital energy: -13.21 eV
Energy: -32851.2654 eV
Energy relative to the best compared isomer or geometry (same formula, charge and spin): 33.38 kcal per mole
Charge: +1
Gap between HOMO and LUMO: 0.3157 Eh
F_max: 0.077 hartree/bohr

Cartesian coordinates (Å):
C -1.007 1.347 -1.017
C 1.054 -1.474 -0.215
C 0.327 1.156 -1.063
C 0.400 -1.491 1.036
N 0.031 -0.429 1.698
O -1.749 1.697 0.059
Cl -1.873 0.653 -2.399
Cl 1.382 1.811 0.189
H 1.423 -2.391 -0.555
H 0.326 -1.045 -0.835
H 1.687 -0.637 -0.194
H 0.836 1.043 -2.014
H 0.160 -2.281 1.626
H -2.721 1.801 -0.330
H 0.135 0.546 1.463
H -0.410 -0.306 2.551


The following is a quantum chemistry calculation of a cluster of 2 separate species, C4H4Cl3F3 in total at a distorted geometry, from the OMol25 dataset.

Highest occupied orbital energy (alpha / beta): -9.17 / -9.33 eV
Energy: -49929.1538 eV
Energy relative to the best compared isomer or geometry (same formula, charge and spin): 31.17 kcal per mole
Gap between HOMO and LUMO (alpha / beta): 0.3151 / 0.2960 Eh
F_max: 0.077 hartree/bohr

Cartesian coordinates (Å):
C -1.289 -0.490 0.787
C -0.745 0.105 -0.550
C -0.512 1.520 -0.457
C 1.933 -1.106 -0.098
F -1.674 2.316 -0.704
F -0.066 1.906 0.679
F 0.262 1.979 -1.430
Cl 2.983 0.199 0.408
Cl 1.523 -2.381 1.083
Cl 2.317 -1.700 -1.579
H -1.202 0.205 1.589
H -2.349 -0.752 0.731
H -0.523 -1.329 1.017
H -0.655 -0.472 -1.478


The following is a quantum chemistry calculation of a cluster of 8 separate species, C20H52N4O12 in total at a distorted geometry, from the OMol25 dataset.

Highest occupied orbital energy: -9.22 eV
Energy: -52097.7829 eV
Gap between HOMO and LUMO: 0.3194 Eh
SMILES string: C[N+](=O)[O-].C[N+](=O)[O-].C[N+](=O)[O-].C[N+](=O)[O-].CCOCC.CCOCC.CCOCC.CCOCC
F_max: 0.066 hartree/bohr

Cartesian coordinates (Å):
C 1.443 -0.111 0.032
N 0.431 0.974 -0.064
O -0.734 0.656 0.051
O 0.743 2.140 -0.461
H 1.388 -0.604 -0.938
H 1.130 -0.781 0.833
H 2.380 0.323 0.380
C 4.018 -4.215 -2.898
N 3.471 -3.026 -2.160
O 2.309 -2.687 -2.516
O 4.183 -2.398 -1.395
H 3.354 -5.078 -2.950
H 4.943 -4.504 -2.399
H 4.300 -3.855 -3.888
C 4.746 -0.613 3.177
N 4.090 0.693 3.407
O 3.537 1.252 2.471
O 4.049 1.104 4.559
H 5.094 -1.082 4.098
H 5.551 -0.416 2.470
H 4.003 -1.299 2.770
C 2.059 4.990 -1.145
N 2.683 5.348 -2.463
O 2.986 6.558 -2.625
O 3.022 4.427 -3.213
H 0.972 4.906 -1.163
H 2.257 5.697 -0.341
H 2.321 3.939 -1.023
C 5.087 -6.661 2.514
C 5.067 -5.326 1.751
O 4.067 -4.443 2.240
C 2.664 -4.932 2.262
C 1.636 -3.836 2.383
H 4.424 -6.760 3.374
H 4.878 -7.540 1.904
H 6.098 -6.953 2.798
H 6.018 -4.809 1.884
H 4.955 -5.463 0.675
H 2.429 -5.432 1.323
H 2.585 -5.703 3.028
H 1.092 -3.637 1.459
H 2.109 -2.910 2.710
H 0.800 -4.102 3.029
C -1.293 3.960 -2.710
C -2.750 3.685 -2.851
O -2.971 3.025 -4.036
C -4.288 2.849 -4.374
C -4.805 4.124 -4.980
H -0.833 4.822 -3.193
H -1.139 4.245 -1.669
H -0.613 3.136 -2.928
H -3.135 2.889 -2.213
H -3.224 4.666 -2.878
H -4.336 2.096 -5.160
H -4.996 2.625 -3.576
H -4.114 4.618 -5.662
H -4.979 4.933 -4.271
H -5.631 3.878 -5.647
C -0.613 4.880 1.690
C -2.118 4.739 1.901
O -2.384 3.555 2.579
C -3.780 3.316 2.696
C -4.446 2.835 1.420
H -0.100 5.078 2.631
H -0.124 4.052 1.176
H -0.482 5.751 1.048
H -2.550 5.586 2.434
H -2.590 4.838 0.923
H -4.012 2.448 3.313
H -4.359 4.177 3.031
H -3.986 1.935 1.012
H -4.330 3.562 0.616
H -5.517 2.639 1.476
C -2.361 -1.698 1.953
C -2.021 -2.890 1.027
O -3.227 -3.245 0.411
C -3.047 -3.971 -0.837
C -4.323 -4.505 -1.480
H -2.836 -0.861 1.440
H -2.979 -2.012 2.794
H -1.435 -1.187 2.217
H -1.319 -2.341 0.399
H -1.502 -3.705 1.531
H -2.543 -3.401 -1.617
H -2.468 -4.868 -0.617
H -4.067 -5.197 -2.282
H -5.050 -3.765 -1.814
H -4.967 -5.128 -0.859


Look up the F_max of the sixth one. 0.066 hartree/bohr


energy of number 6 (C20H52N4O12)? -52097.7829 eV